[1]
Computed, not measured: a molecular structure, C62H51CaClGeN4O2S3Se, with ωB97M-V with the def2-TZVPD basis set.

Positions of all 126 atoms, in Å:
Ca -0.060 0.905 0.776
C -5.071 -2.863 3.493
C -4.402 -2.091 2.391
C -4.275 -2.656 1.120
C -3.640 -1.973 0.102
C -3.180 -0.682 0.341
C -3.276 -0.103 1.596
C -3.871 -0.831 2.618
S -2.259 0.221 -0.887
O -2.330 1.674 -0.519
C -3.278 -0.088 -2.327
C -4.688 -0.137 -2.192
C -5.465 -0.385 -3.278
C -4.874 -0.625 -4.546
C -5.665 -0.926 -5.682
C -5.084 -1.159 -6.895
C -3.681 -1.109 -7.028
C -2.894 -0.816 -5.951
C -3.471 -0.559 -4.683
C -2.663 -0.245 -3.540
C -1.207 0.023 -3.764
C -0.856 1.292 -4.317
C -1.811 2.322 -4.516
C -1.439 3.529 -5.032
C -0.093 3.774 -5.383
C 0.846 2.803 -5.198
C 0.490 1.542 -4.660
C 1.462 0.543 -4.431
C 1.121 -0.648 -3.870
C -0.226 -0.910 -3.536
S -0.781 -2.475 -2.828
O -1.257 -3.301 -3.980
C 0.802 -3.111 -2.317
C 1.399 -4.117 -3.058
C 2.632 -4.604 -2.652
C 3.266 -4.095 -1.520
C 4.588 -4.648 -1.065
C 2.639 -3.087 -0.794
C 1.404 -2.592 -1.180
H -4.475 -3.744 3.734
H -6.069 -3.192 3.194
H -5.160 -2.257 4.394
H -4.634 -3.663 0.946
H -3.503 -2.441 -0.866
H -2.849 0.870 1.803
H -3.890 -0.406 3.615
H -5.121 0.020 -1.213
H -6.544 -0.420 -3.187
H -6.742 -0.972 -5.565
H -5.697 -1.392 -7.757
H -3.225 -1.314 -7.988
H -1.818 -0.799 -6.049
H -2.841 2.156 -4.227
H -2.177 4.311 -5.158
H 0.191 4.740 -5.780
H 1.887 2.984 -5.437
H 2.497 0.755 -4.668
H 1.878 -1.389 -3.660
H 0.887 -4.504 -3.931
H 3.112 -5.393 -3.223
H 5.173 -5.022 -1.907
H 4.443 -5.475 -0.367
H 5.173 -3.886 -0.550
H 3.107 -2.671 0.089
H 0.936 -1.825 -0.570
S 3.666 0.147 1.367
C 4.106 1.706 1.011
N 3.943 2.320 -0.182
C 4.212 3.746 -0.089
C 4.395 3.962 1.419
N 4.664 2.602 1.886
H 3.187 1.982 -0.776
H 3.380 4.322 -0.495
H 5.120 4.004 -0.644
H 3.481 4.356 1.868
H 5.221 4.636 1.650
H 4.520 2.384 2.862
C -0.455 1.362 3.079
Ge 0.277 2.804 4.026
C 0.387 4.512 3.007
C 0.831 4.512 1.685
C 0.941 5.685 0.949
C 0.614 6.902 1.534
C 0.171 6.928 2.850
C 0.057 5.745 3.572
C -0.868 3.323 5.586
C -0.397 3.505 6.885
C -1.256 3.806 7.938
C -2.616 3.943 7.708
C -3.109 3.769 6.420
C -2.244 3.456 5.382
C 2.075 2.707 4.894
C 3.013 3.732 4.763
C 4.278 3.650 5.337
C 4.636 2.524 6.066
C 3.712 1.498 6.226
C 2.451 1.594 5.653
H 1.085 3.577 1.195
H 1.261 5.640 -0.086
H 0.693 7.821 0.965
H -0.096 7.871 3.314
H -0.301 5.781 4.596
H 0.665 3.411 7.087
H -0.859 3.929 8.940
H -3.290 4.174 8.526
H -4.173 3.864 6.229
H -2.648 3.286 4.388
H 2.747 4.627 4.210
H 4.982 4.466 5.213
H 5.623 2.446 6.508
H 3.977 0.611 6.790
H 1.755 0.774 5.788
Se 0.512 -0.211 3.372
N 0.186 -1.153 1.742
C -0.511 -2.290 2.109
C -0.892 -3.298 1.240
C -1.562 -4.457 1.688
C -1.866 -4.579 3.028
C -1.528 -3.563 3.932
C -0.832 -2.415 3.522
N -0.418 -1.440 4.352
H -0.675 -3.199 0.183
H -1.822 -5.237 0.980
H -2.368 -5.472 3.394
H -1.769 -3.660 4.986
Cl 1.070 2.146 -1.268

Results
Kohn-Sham gap: 3.51 eV
largest force on an atom: 0.65 eV/Å
DFT total energy: -9573.4926 Ha
net charge: -2
LUMO energy: 3.53 eV

---

[2]
Computed, not measured: a molecular structure, C62H52BBr6N10O20 in a non-equilibrium geometry, with ωB97M-V with the def2-TZVPD basis set.

Positions of all 151 atoms, in Å:
O 1.170 -2.278 -2.597
C 0.354 -1.482 -2.132
O 0.663 -0.314 -1.601
B -0.477 0.107 -0.808
O -1.525 -0.912 -0.945
C -1.140 -1.847 -1.818
O -1.812 -2.763 -2.327
O -0.994 1.386 -1.358
C -1.018 2.263 -0.408
O -1.535 3.436 -0.541
C -0.502 1.569 0.878
O -0.224 0.327 0.596
O -0.337 2.033 2.012
C -1.202 -6.543 -2.020
Br 0.568 -5.944 -1.353
Br -2.170 -7.658 -0.699
Br -1.072 -7.629 -3.674
H -1.801 -5.644 -2.157
C 4.448 -3.014 -3.051
Br 6.342 -2.785 -2.915
Br 4.119 -4.705 -1.931
Br 3.959 -3.205 -4.903
H 4.007 -2.174 -2.515
C 3.522 -0.842 0.302
C 2.765 -0.323 1.379
C 3.252 0.579 2.255
C 4.596 1.039 1.952
C 5.277 0.578 0.902
C 4.830 -0.430 0.091
N 5.257 2.013 2.879
O 6.322 2.501 2.583
O 4.628 2.288 3.925
H 3.117 -1.610 -0.341
H 1.745 -0.675 1.423
H 2.780 1.067 3.096
H 6.206 1.065 0.645
H 5.371 -0.796 -0.769
C -1.228 1.299 -6.593
C -0.711 1.083 -5.309
C 0.647 0.961 -5.119
C 1.481 1.066 -6.217
C 1.002 1.296 -7.512
C -0.363 1.392 -7.717
N 2.970 0.839 -5.963
O 3.283 1.041 -4.792
O 3.645 0.308 -6.850
H -2.301 1.366 -6.691
H -1.262 1.061 -4.381
H 1.008 0.780 -4.117
H 1.669 1.196 -8.356
H -0.785 1.554 -8.698
C -0.948 -3.391 2.856
C -0.490 -4.133 3.883
C 0.738 -4.798 3.831
C 1.458 -4.580 2.655
C 1.083 -3.671 1.687
C -0.163 -3.081 1.774
N 2.648 -5.452 2.398
O 2.978 -6.185 3.263
O 3.407 -5.257 1.452
H -1.843 -2.802 2.994
H -0.941 -4.208 4.861
H 1.083 -5.289 4.729
H 1.695 -3.695 0.798
H -0.408 -2.377 0.993
C 0.749 -1.148 5.516
C -0.369 -0.653 4.854
C -1.655 -1.025 5.266
C -1.774 -1.875 6.438
C -0.628 -2.165 7.180
C 0.622 -1.753 6.704
N -3.117 -2.377 6.880
O -4.081 -1.953 6.256
O -3.094 -3.209 7.759
H 1.774 -0.927 5.256
H -0.214 0.001 4.008
H -2.568 -0.838 4.721
H -0.681 -2.689 8.123
H 1.422 -2.068 7.357
C -0.277 -3.808 -5.235
C -0.186 -2.484 -5.624
C 0.073 -2.152 -6.973
C 0.204 -3.171 -7.905
C 0.042 -4.491 -7.473
C -0.250 -4.862 -6.167
N 0.629 -2.878 -9.234
O 0.354 -1.777 -9.673
O 0.992 -3.757 -9.962
H -0.447 -4.071 -4.201
H -0.508 -1.673 -4.988
H 0.152 -1.135 -7.330
H 0.044 -5.259 -8.233
H -0.290 -5.903 -5.881
C -4.257 0.274 -4.918
C -4.004 -0.512 -3.724
C -4.313 0.034 -2.459
C -4.919 1.298 -2.394
C -5.169 2.001 -3.629
C -4.747 1.525 -4.885
N -5.205 1.939 -1.044
O -5.966 2.924 -0.949
O -4.724 1.435 -0.026
H -3.986 -0.207 -5.846
H -3.465 -1.434 -3.884
H -4.243 -0.570 -1.566
H -5.591 2.991 -3.545
H -5.073 2.113 -5.731
N -0.073 7.278 1.296
C 0.030 8.302 2.219
C -0.551 8.179 3.509
C -1.287 7.076 3.849
C -1.143 5.965 2.948
C -0.523 6.097 1.713
H 0.514 9.197 1.858
H -0.558 9.062 4.132
H -1.857 7.241 4.751
H -1.604 4.995 3.057
H -0.725 5.389 0.923
N 4.338 5.781 1.989
C 4.211 6.277 0.728
C 3.275 5.809 -0.108
C 2.479 4.790 0.263
C 2.634 4.174 1.549
C 3.425 4.813 2.459
H 4.872 7.110 0.539
H 3.175 6.348 -1.039
H 1.849 4.418 -0.531
H 2.032 3.297 1.740
H 3.615 4.360 3.421
N -5.383 -3.675 2.723
C -5.020 -2.352 2.499
C -4.540 -1.920 1.283
C -4.180 -2.935 0.311
C -4.419 -4.269 0.578
C -5.052 -4.632 1.790
H -5.178 -1.693 3.340
H -4.284 -0.872 1.225
H -3.676 -2.785 -0.632
H -4.174 -5.029 -0.149
H -5.265 -5.608 2.200
N 2.609 3.215 6.563
C 1.838 2.454 5.825
C 0.621 2.867 5.335
C 0.119 4.119 5.741
C 0.939 4.943 6.548
C 2.189 4.477 6.918
H 2.100 1.488 5.419
H 0.072 2.227 4.660
H -0.850 4.438 5.386
H 0.457 5.866 6.834
H 2.851 5.006 7.588

Results
Kohn-Sham gap (spin up / spin down): 1.85 / 5.64 eV
largest force on an atom: 6.12 eV/Å
DFT total energy: -19914.6849 Ha
net charge: -2
multiplicity: 2
LUMO energy (spin up / spin down): 1.97 / 1.97 eV

---

[3]
Computed, not measured: a molecular structure, C62H61ClCsN3O5P2S2 in a non-equilibrium geometry, with ωB97M-V with the def2-TZVPD basis set.

Positions of all 137 atoms, in Å:
Cs 0.712 0.413 -0.681
C -2.149 3.509 -0.823
C -3.511 3.621 -1.453
C -4.130 4.857 -1.595
C -5.397 4.969 -2.142
C -6.078 3.826 -2.533
C -5.493 2.574 -2.412
C -6.215 1.333 -2.859
C -4.198 2.479 -1.881
N -3.681 1.198 -1.670
C -2.764 0.617 -2.316
C -2.380 -0.774 -1.908
C -2.043 1.165 -3.521
C -2.863 1.871 -4.567
N -0.794 0.959 -3.587
C -0.008 1.337 -4.698
C 0.275 0.376 -5.678
C -0.318 -1.011 -5.628
C 1.115 0.720 -6.731
C 1.673 1.983 -6.814
C 1.384 2.923 -5.837
C 0.546 2.620 -4.773
C 0.259 3.639 -3.706
H -1.633 4.464 -0.842
H -1.528 2.781 -1.344
H -2.227 3.193 0.221
H -3.603 5.745 -1.266
H -5.857 5.942 -2.261
H -7.084 3.901 -2.928
H -7.263 1.554 -3.054
H -6.143 0.552 -2.100
H -5.778 0.933 -3.778
H -2.923 -1.065 -1.012
H -1.307 -0.830 -1.741
H -2.625 -1.476 -2.710
H -3.822 1.370 -4.701
H -2.326 1.893 -5.514
H -3.066 2.896 -4.251
H -0.879 -1.177 -4.712
H 0.473 -1.761 -5.688
H -0.989 -1.169 -6.475
H 1.333 -0.024 -7.488
H 2.327 2.236 -7.638
H 1.820 3.912 -5.894
H 0.686 4.605 -3.967
H 0.700 3.330 -2.754
H -0.813 3.776 -3.552
C -1.444 -5.209 5.346
C -0.105 -4.632 4.852
C 1.070 -5.225 5.651
C -0.116 -3.124 5.034
C -0.300 -2.577 6.299
C -0.306 -1.211 6.497
C -0.099 -0.357 5.426
C 0.106 -0.860 4.149
P 0.522 0.199 2.677
C -0.293 1.764 3.202
C 0.201 2.663 4.148
C -0.543 3.772 4.521
C -1.793 4.000 3.962
C -2.292 3.118 3.016
C -1.544 2.013 2.638
C 2.284 0.456 3.142
C 3.045 -0.649 3.517
C 4.402 -0.528 3.774
C 5.024 0.703 3.647
C 4.284 1.802 3.242
C 2.925 1.685 2.997
C 0.069 -2.248 3.969
O 0.245 -2.678 2.681
C 0.215 -4.016 2.403
C 0.323 -4.352 1.050
C 0.347 -5.693 0.692
C 0.248 -6.678 1.658
C 0.095 -6.322 2.987
C 0.073 -4.991 3.386
P 0.381 -2.990 -0.198
C 2.019 -3.398 -0.929
C 2.249 -4.428 -1.841
C 3.524 -4.660 -2.329
C 4.582 -3.853 -1.933
C 4.366 -2.838 -1.016
C 3.096 -2.620 -0.501
C -0.787 -3.691 -1.433
C -1.964 -4.313 -1.013
C -2.892 -4.769 -1.937
C -2.664 -4.603 -3.295
C -1.519 -3.947 -3.722
C -0.593 -3.484 -2.799
H -1.602 -4.980 6.400
H -1.472 -6.292 5.225
H -2.267 -4.778 4.775
H 0.995 -4.969 6.708
H 2.012 -4.830 5.268
H 1.091 -6.311 5.558
H -0.448 -3.233 7.147
H -0.465 -0.806 7.487
H -0.093 0.709 5.593
H 1.169 2.493 4.602
H -0.149 4.455 5.264
H -2.375 4.860 4.268
H -3.266 3.292 2.577
H -1.945 1.321 1.904
H 2.574 -1.622 3.601
H 4.970 -1.398 4.077
H 6.080 0.803 3.859
H 4.774 2.755 3.088
H 2.364 2.545 2.662
H 0.425 -5.969 -0.350
H 0.275 -7.722 1.377
H -0.013 -7.102 3.729
H 1.432 -5.045 -2.190
H 3.692 -5.473 -3.025
H 5.570 -4.017 -2.342
H 5.181 -2.200 -0.698
H 2.949 -1.828 0.222
H -2.146 -4.455 0.044
H -3.794 -5.262 -1.596
H -3.373 -4.987 -4.016
H -1.344 -3.800 -4.781
H 0.296 -2.969 -3.144
O 4.340 2.447 -0.020
Cl 3.162 1.728 -0.354
O 3.191 0.412 0.219
O 3.008 1.600 -1.768
O 1.993 2.404 0.161
S 0.545 6.074 -0.937
C 2.017 6.059 -0.211
N 2.233 5.753 1.075
C 3.534 6.048 1.643
C 4.512 6.074 0.474
S 3.513 6.553 -0.977
H 1.452 5.464 1.641
H 3.816 5.275 2.360
H 3.503 7.019 2.150
H 4.917 5.089 0.278
H 5.306 6.801 0.618

Results
Kohn-Sham gap: 8.34 eV
largest force on an atom: 4.26 eV/Å
DFT total energy: -4898.8739 Ha
net charge: 0
LUMO energy: 0.28 eV